Entry 1:
This record from the Open Molecules 2025 dataset describes a cluster of 7 separate species, C39H58F18NO19PS2 in total. The level of theory is ωB97M-V/def2-TZVPD.

Geometry as XYZ:
```
138
Properties=species:S:1:pos:R:3
C 2.93 -0.86 2.96
C 2.51 -1.27 4.51
O 3.49 -1.67 5.36
O 1.11 -1.26 5.02
C 0.48 -2.56 4.71
C 0.88 -3.69 5.85
C 1.66 -4.97 5.11
C 1.45 -6.31 6.01
C 2.45 -7.56 5.73
C 3.99 -7.20 5.28
P 4.21 -6.67 3.46
S 5.01 -4.93 3.18
C 4.76 -6.20 6.38
C 6.41 -6.18 6.12
C 7.01 -4.62 6.25
N 6.81 -4.02 7.63
C 4.55 -6.71 7.95
C 3.60 -5.67 8.84
O 4.39 -5.21 10.02
C 4.16 -3.77 10.24
C 5.53 -2.83 10.40
O 2.95 -3.19 10.31
O 4.16 -8.12 8.07
S 2.64 -8.47 7.40
O 2.65 -10.00 7.01
O 1.43 -8.28 8.34
H 3.76 -0.01 2.92
H 1.97 -0.53 2.37
H 3.39 -1.81 2.44
H 0.86 -2.88 3.64
H -0.68 -2.38 4.72
H -0.12 -4.09 6.31
H 1.50 -3.22 6.72
H 1.13 -5.11 4.07
H 2.77 -4.62 4.97
H 0.35 -6.70 5.79
H 1.41 -5.95 7.15
H 2.01 -8.28 4.90
H 4.59 -8.23 5.38
H 4.92 -7.72 2.72
H 2.88 -6.62 2.84
H 4.41 -5.09 6.32
H 6.66 -6.49 4.99
H 6.99 -6.94 6.79
H 8.15 -4.56 5.93
H 6.42 -3.92 5.49
H 5.91 -3.48 7.57
H 6.69 -4.73 8.38
H 5.63 -6.63 8.46
H 3.29 -4.76 8.17
H 2.64 -6.17 9.28
H 5.65 -2.20 9.41
H 5.41 -2.08 11.32
H 6.50 -3.52 10.53
C 1.73 -9.61 11.35
C 1.98 -11.08 11.05
O 1.53 -11.91 12.13
C 0.19 -12.15 12.18
O -0.62 -11.70 11.38
C -0.15 -13.08 13.35
F 0.46 -12.70 14.51
F 0.24 -14.36 13.11
F -1.48 -13.13 13.63
H 2.18 -9.33 12.30
H 2.13 -8.98 10.56
H 0.66 -9.41 11.44
H 3.06 -11.25 10.94
H 1.52 -11.39 10.10
C 1.28 2.61 -0.59
C 1.88 1.56 -1.51
O 3.26 1.84 -1.78
C 4.15 1.49 -0.80
O 3.82 0.97 0.27
C 5.58 1.80 -1.23
F 5.71 3.05 -1.77
F 6.03 0.93 -2.18
F 6.47 1.75 -0.20
H 1.43 3.61 -1.01
H 0.21 2.44 -0.45
H 1.77 2.61 0.39
H 1.35 1.57 -2.47
H 1.76 0.55 -1.10
C -3.69 4.32 -4.21
C -3.10 3.27 -5.12
O -1.72 3.55 -5.40
C -0.83 3.20 -4.41
O -1.15 2.68 -3.34
C 0.60 3.51 -4.84
F 0.73 4.76 -5.39
F 1.05 2.64 -5.79
F 1.50 3.46 -3.82
H -3.55 5.32 -4.63
H -4.76 4.15 -4.06
H -3.21 4.32 -3.23
H -3.62 3.28 -6.08
H -3.22 2.26 -4.71
C -3.02 5.65 -11.23
C -2.76 4.19 -11.54
O -3.21 3.36 -10.45
C -4.56 3.12 -10.40
O -5.37 3.56 -11.21
C -4.89 2.19 -9.23
F -4.28 2.56 -8.07
F -4.50 0.90 -9.47
F -6.23 2.14 -8.96
H -2.56 5.93 -10.28
H -2.61 6.29 -12.02
H -4.09 5.86 -11.15
H -1.68 4.02 -11.64
H -3.23 3.88 -12.48
C -6.66 9.76 -15.33
C -6.10 10.76 -14.35
O -6.03 10.20 -13.03
C -4.97 9.36 -12.79
O -4.11 9.08 -13.62
C -4.99 8.87 -11.34
F -6.23 8.44 -10.95
F -4.63 9.85 -10.46
F -4.14 7.83 -11.12
H -7.63 9.38 -14.99
H -6.79 10.21 -16.32
H -6.01 8.89 -15.43
H -6.77 11.63 -14.29
H -5.12 11.13 -14.66
C -6.60 9.76 -8.30
C -5.89 10.02 -6.98
O -6.21 11.33 -6.48
C -7.43 11.45 -5.86
O -8.23 10.53 -5.72
C -7.62 12.88 -5.34
F -7.29 13.83 -6.26
F -6.85 13.13 -4.25
F -8.90 13.14 -4.97
H -6.37 10.55 -9.02
H -6.30 8.80 -8.72
H -7.68 9.76 -8.17
H -4.81 10.00 -7.14
H -6.13 9.25 -6.24
```

**HOMO level**: -9.295 eV
**SMILES string**: CC(=O)OCCCC[C@H]1[C@@H]([PH2]=S)[C@H](CCN)[C@@H](COC(C)=O)OS1(=O)=O.CCOC(=O)C(F)(F)F.CCOC(=O)C(F)(F)F.CCOC(=O)C(F)(F)F.CCOC(=O)C(F)(F)F.CCOC(=O)C(F)(F)F.CCOC(=O)C(F)(F)F
**Total energy**: -161640.507 eV
**Gap between HOMO and LUMO**: 9.0 eV
**M**: 1281.953 g/mol

Entry 2:
This record from the Open Molecules 2025 dataset describes the molecule C4H7IN2. The level of theory is ωB97M-V/def2-TZVPD.

Geometry as XYZ:
```
14
Properties=species:S:1:pos:R:3
C 0.21 1.71 -0.15
C 0.66 1.95 1.01
C 0.43 0.33 -0.98
C -0.36 -1.38 0.53
N 1.77 -0.58 0.73
N 0.75 -0.69 -0.09
I 3.57 -0.02 -0.04
H -0.34 2.39 -0.77
H 1.19 1.48 1.81
H -0.48 0.11 -1.53
H 1.25 0.55 -1.66
H -0.92 -0.70 1.19
H -1.03 -1.76 -0.24
H 0.03 -2.20 1.12
```

**HOMO level (alpha / beta)**: -7.745 / -8.422 eV
**Total energy**: -15336.737 eV
**Gap between HOMO and LUMO (alpha / beta)**: 7.5 / 8.4 eV
**Energy relative to the best compared isomer or geometry (same formula, charge and spin)**: 124.2 kcal/mol
**M**: 210.018 g/mol

Entry 3:
This record from the Open Molecules 2025 dataset describes a cluster of 2 separate species, C7H12O in total. The level of theory is ωB97M-V/def2-TZVPD.

Geometry as XYZ:
```
20
Properties=species:S:1:pos:R:3
C -1.84 0.90 -2.45
C -0.75 1.09 -1.85
C -0.45 0.86 -0.46
C 0.82 0.94 0.02
C 1.06 0.55 1.38
C 1.04 1.41 2.49
C 1.55 -0.82 1.34
H -2.10 1.29 -3.42
H -2.68 0.39 -2.08
H 0.03 1.71 -2.38
H -1.38 0.68 0.14
H 1.79 0.94 -0.42
H 0.57 2.42 2.43
H 1.32 1.20 3.49
H 1.56 -1.20 2.33
H 0.81 -1.53 0.87
H 2.50 -1.15 0.92
O -0.95 -3.25 -0.78
H -1.50 -2.44 -1.05
H -1.40 -4.00 -0.52
```

**HOMO level**: -8.679 eV
**SMILES string**: C=C/C=C/C(=C)C.O
**Total energy**: -9497.679 eV
**Gap between HOMO and LUMO**: 9.5 eV
**Energy relative to the best compared isomer or geometry (same formula, charge and spin)**: 72.4 kcal/mol
**M**: 112.172 g/mol

Among the records above, which one has the highest M? C39H58F18NO19PS2

Among the records above, which one has the lowest M? C7H12O

Which value of total energy does entry 3 give? -9497.679 eV

Please write out number 2 again, unchanged.
This record from the Open Molecules 2025 dataset describes the molecule C4H7IN2. The level of theory is ωB97M-V/def2-TZVPD.

Geometry as XYZ:
```
14
Properties=species:S:1:pos:R:3
C 0.21 1.71 -0.15
C 0.66 1.95 1.01
C 0.43 0.33 -0.98
C -0.36 -1.38 0.53
N 1.77 -0.58 0.73
N 0.75 -0.69 -0.09
I 3.57 -0.02 -0.04
H -0.34 2.39 -0.77
H 1.19 1.48 1.81
H -0.48 0.11 -1.53
H 1.25 0.55 -1.66
H -0.92 -0.70 1.19
H -1.03 -1.76 -0.24
H 0.03 -2.20 1.12
```

**HOMO level (alpha / beta)**: -7.745 / -8.422 eV
**Total energy**: -15336.737 eV
**Gap between HOMO and LUMO (alpha / beta)**: 7.5 / 8.4 eV
**Energy relative to the best compared isomer or geometry (same formula, charge and spin)**: 124.2 kcal/mol
**M**: 210.018 g/mol